Computed, not measured: 13 unconnected molecules or ions with the total composition C69H157N19O13, with the ωB97M-V functional and the def2-TZVPD basis.

Computed properties:
- Gap between HOMO and LUMO: 0.293 Eh
- Molecular weight: 1461.13 g/mol
- Spin multiplicity: 1
- Lowest unoccupied orbital energy: -0.13 eV
- HOMO energy: -8.098 eV

The geometry in XYZ format:
```
258
Properties=species:S:1:pos:R:3:forces:R:3
C -5.880829 4.277381 1.637933 0.2 -0.2 -0.6
C -5.016792 3.566966 2.697181 -1.9 -0.6 2.0
C -3.514104 3.476359 2.435776 -0.5 -0.1 0.4
C -2.771422 4.763047 2.608146 0.1 1.4 -0.1
C -2.905960 5.320152 4.053846 -1.5 -0.7 -1.1
C -4.469748 5.383506 4.464787 1.3 2.1 -0.6
N -5.193919 4.184574 4.058377 2.6 -0.5 -0.1
O -6.499220 4.160893 4.548388 -0.2 0.2 0.0
C -4.523618 5.677855 5.975687 -0.6 -0.8 0.1
C -5.067338 6.662289 3.805740 -0.3 -0.1 -1.0
C -5.621984 2.117248 2.879435 0.1 -0.8 -0.6
H -6.868046 4.540519 2.017754 0.1 -0.1 0.3
H -6.065498 3.604546 0.800506 0.1 -0.1 0.0
H -5.459914 5.175370 1.185666 0.3 0.1 0.3
H -3.054018 2.888904 3.230334 -0.3 -0.9 -0.2
H -3.383538 3.012211 1.458211 0.3 0.0 0.0
H -3.122575 5.530166 1.917981 -0.3 0.1 -0.1
H -1.735514 4.625364 2.298242 0.2 -0.1 0.3
H -2.512835 6.336763 4.062844 -0.1 0.0 0.2
H -2.322147 4.708944 4.742086 -0.2 -0.1 0.2
H -4.441368 4.765064 6.565724 0.2 -0.2 0.0
H -3.744242 6.363170 6.308886 0.1 0.0 -0.3
H -5.482962 6.116547 6.250109 -0.1 0.1 -0.1
H -4.696363 7.630988 4.140561 0.1 -0.2 0.6
H -4.900704 6.708345 2.729537 0.2 -0.3 -0.2
H -6.155063 6.661354 3.876267 -0.1 0.0 0.4
H -6.704465 1.992472 2.907220 -0.2 0.9 -0.2
H -5.344124 1.505251 3.737539 0.7 0.7 0.5
H -5.346052 1.440209 2.070997 0.3 0.3 -0.6
H -6.312950 3.715177 5.377992 -0.7 -0.2 0.2
C 9.278642 -2.484145 -1.831823 -0.3 -0.8 0.6
C 9.498946 -1.248989 -0.961690 -2.1 2.5 -1.4
C 9.754025 0.033708 -1.886040 1.3 -0.2 -0.2
C 8.597984 0.697488 -2.606820 1.6 0.1 0.3
C 7.612269 1.072191 -1.604181 -3.1 -1.1 1.1
C 7.081224 -0.152654 -0.722308 -0.1 -0.1 -2.8
N 8.273358 -0.820536 -0.200212 1.2 1.4 1.4
O 7.964257 -1.691703 0.860197 0.0 -0.3 -0.6
C 6.165201 0.469101 0.344048 1.3 -1.4 0.0
C 6.269444 -1.174543 -1.631219 0.1 0.6 -0.5
C 10.702231 -1.488951 -0.092221 0.3 -0.8 -0.1
H 9.153300 -3.367102 -1.205101 0.2 -0.2 0.4
H 10.181083 -2.709853 -2.399944 -0.3 0.2 -0.4
H 8.342262 -2.520318 -2.388576 0.4 0.5 -0.6
H 10.254327 0.817100 -1.316744 -0.3 0.0 0.8
H 10.523739 -0.076264 -2.649948 0.2 -1.2 -0.1
H 8.227581 0.116869 -3.451670 -0.2 0.0 0.2
H 8.963923 1.655135 -2.977099 0.3 -0.1 -0.6
H 6.779455 1.485183 -2.173337 -0.7 0.0 0.3
H 7.878577 1.855707 -0.894766 0.7 0.0 -0.1
H 5.421266 1.133631 -0.095341 0.1 0.0 0.0
H 5.704839 -0.385469 0.839915 -0.3 0.4 0.4
H 6.865112 0.965898 1.015924 -0.5 0.3 0.3
H 5.216625 -0.937995 -1.785217 -0.1 0.3 0.3
H 6.667139 -1.206954 -2.645569 0.2 0.3 -0.1
H 6.293774 -2.237518 -1.391223 0.1 0.0 0.8
H 10.671634 -2.475892 0.369401 -0.3 0.0 0.3
H 10.953619 -0.760127 0.678314 -0.2 0.2 -0.4
H 11.481713 -1.617439 -0.843231 0.6 0.4 0.3
H 7.730725 -2.480772 0.365785 -0.4 -0.8 0.4
C 3.013620 5.221816 -2.036092 -0.5 0.8 -0.2
C 3.490307 6.406469 -1.167885 0.4 0.7 -0.8
C 3.648724 5.846901 0.244072 1.1 1.2 1.7
C 4.826200 4.876616 0.491549 -1.1 0.7 -0.7
C 6.085861 5.571594 0.049866 1.5 1.3 -0.7
C 6.089213 6.193681 -1.391244 0.1 0.0 0.7
N 4.858678 7.022674 -1.497697 -0.6 -0.7 0.1
O 4.883252 7.775235 -2.752670 -0.9 -1.0 1.0
C 7.244504 7.209569 -1.658186 -0.3 0.1 0.4
C 6.333671 5.006525 -2.281613 0.7 -0.4 -1.0
C 2.396465 7.588244 -1.143805 0.3 -2.8 0.0
H 1.990182 5.007542 -1.728259 0.0 -0.4 0.5
H 3.659015 4.357073 -1.881917 -0.2 0.0 -0.3
H 2.858085 5.441175 -3.092397 0.7 0.2 -0.2
H 3.944843 6.708164 0.842931 -0.2 0.4 0.2
H 2.742325 5.501038 0.740985 -0.3 -0.2 -0.6
H 4.523360 3.979174 -0.047897 0.8 -0.5 0.1
H 4.940860 4.667030 1.555050 -0.4 -0.2 0.0
H 6.985984 4.962519 0.132933 -0.1 -0.4 -0.2
H 6.349708 6.413330 0.690152 -0.6 0.1 0.6
H 7.107672 8.027280 -0.950574 0.3 0.0 0.2
H 8.260933 6.816334 -1.639945 -0.1 -0.4 0.6
H 7.187171 7.675279 -2.642021 -0.4 -0.3 0.0
H 6.334436 5.329160 -3.322771 -0.5 -0.5 -0.2
H 7.356085 4.678719 -2.093718 0.4 0.3 0.0
H 5.838878 4.066179 -2.038651 -0.9 0.3 -0.4
H 1.905957 7.694232 -2.111415 0.8 0.8 -0.4
H 2.713177 8.466958 -0.581977 0.0 0.0 -0.4
H 1.562119 7.095539 -0.644570 -0.1 0.2 0.8
H 4.549860 8.591299 -2.372548 0.1 0.5 -0.5
C 3.672303 -1.042573 3.901813 -2.1 0.2 0.3
C 4.209249 -2.424719 4.306641 0.5 -0.3 -1.6
C 4.715634 -2.369716 5.766862 -0.7 0.7 -0.3
C 4.925586 -3.670410 6.525324 -0.4 -0.2 -1.4
C 3.635398 -4.499115 6.438976 0.1 0.5 -1.5
C 3.093004 -4.726632 4.902543 0.3 -1.1 1.8
N 3.060899 -3.444241 4.224230 -0.2 1.5 0.6
O 2.501205 -3.577486 2.908273 0.5 0.2 0.8
C 3.964936 -5.798505 4.172773 0.2 0.0 1.3
C 1.649053 -5.259449 5.141629 -1.0 0.3 -0.2
C 5.326524 -2.732373 3.277257 0.7 0.2 0.6
H 4.208066 -0.123056 4.137476 0.8 -0.5 0.1
H 2.713252 -0.900460 4.399926 -0.2 -0.1 0.5
H 3.334562 -0.948415 2.869738 0.6 -0.4 -0.4
H 5.606871 -1.752122 5.878024 0.2 0.0 -0.6
H 3.951074 -1.754735 6.241568 -0.2 -0.2 0.5
H 5.234616 -3.362538 7.524238 -0.1 -0.6 0.2
H 5.726375 -4.216984 6.027230 0.4 -0.1 0.3
H 2.910679 -3.889020 6.978116 -0.5 -0.4 -0.1
H 3.717999 -5.498800 6.865474 0.0 0.1 0.2
H 5.021390 -5.566775 4.308094 0.1 0.5 -0.9
H 3.994341 -6.761461 4.682609 -0.8 -0.1 0.3
H 3.623964 -6.035153 3.164887 0.3 0.4 -0.1
H 1.039024 -5.654133 4.329099 0.6 0.2 -0.9
H 1.507952 -6.084150 5.840250 0.9 0.0 0.4
H 1.008096 -4.462949 5.519596 0.2 0.3 0.2
H 5.937604 -3.552630 3.653884 -0.1 -0.4 -0.7
H 6.048786 -1.929570 3.129144 0.0 0.5 0.9
H 5.026403 -2.749539 2.229531 -0.6 -1.0 0.0
H 3.186596 -4.051194 2.431372 0.3 -0.2 -0.5
C -8.787461 -1.967887 -1.001341 0.2 -1.3 -0.5
C -8.260813 -0.817533 -1.839982 -2.2 0.8 0.9
C -8.115303 0.288862 -0.794866 2.3 1.4 0.0
C -7.187399 1.465596 -1.276931 -0.2 -1.6 -0.2
C -5.852563 0.897907 -1.793190 -0.8 0.2 -0.3
C -6.023543 -0.184448 -2.957270 0.4 -0.1 1.6
N -7.033530 -1.239054 -2.503389 1.7 1.3 1.3
O -7.239297 -2.290380 -3.425752 0.2 1.0 0.2
C -6.388361 0.522803 -4.272491 -0.6 -0.5 1.1
C -4.636458 -0.848458 -3.072265 0.3 -0.3 -0.1
C -9.434342 -0.345728 -2.729680 0.4 -0.4 -0.8
H -9.457204 -1.706110 -0.182179 -0.1 0.4 -0.2
H -7.922748 -2.466743 -0.563720 0.0 -0.2 0.0
H -9.314117 -2.657063 -1.661480 0.0 -0.4 0.2
H -9.084994 0.720227 -0.546399 -0.1 -0.4 0.0
H -7.708241 -0.175230 0.103478 0.2 0.2 0.3
H -6.970696 2.214735 -0.515401 -0.3 -0.1 0.1
H -7.734685 1.927782 -2.098488 0.2 0.4 -0.1
H -5.226569 0.603315 -0.950914 -0.3 -1.1 0.2
H -5.234332 1.741640 -2.099826 -0.1 0.1 -1.0
H -5.998083 1.532291 -4.143157 0.3 -0.1 -1.0
H -6.071140 -0.105304 -5.104923 0.4 0.6 -0.3
H -7.472040 0.611545 -4.349044 -0.1 0.1 0.0
H -3.795200 -0.174275 -3.233102 -0.4 0.7 -0.3
H -4.325106 -1.338691 -2.149851 -0.5 -0.4 0.1
H -4.574022 -1.555853 -3.899183 -0.2 -0.2 0.1
H -9.405259 0.726886 -2.921397 0.1 -0.1 -0.3
H -10.414417 -0.562569 -2.304789 0.2 -0.1 0.3
H -9.383180 -0.925516 -3.651262 -0.3 0.3 -0.4
H -7.541559 -1.803273 -4.195788 -0.3 -0.3 -0.8
C -6.105685 -5.470960 3.928680 -0.7 -0.7 -1.0
C -6.172379 -5.030885 2.409548 -1.0 1.9 2.1
C -7.241067 -3.862219 2.360260 1.2 0.5 -0.7
C -6.747649 -2.502877 2.902578 0.1 -1.1 0.1
C -5.407379 -2.158192 2.282133 0.9 0.4 -0.5
C -4.258920 -3.191526 2.403242 -1.3 -0.2 -0.2
N -4.830655 -4.525850 1.981322 -3.2 2.9 -1.0
O -3.940653 -5.502661 1.996337 2.5 -2.5 0.3
C -3.128171 -2.814618 1.410097 -0.1 -0.3 0.5
C -3.775513 -3.063312 3.849421 0.4 -0.6 0.5
C -6.882476 -6.094365 1.518209 2.1 -0.5 -0.5
H -5.359852 -6.250362 4.084789 0.1 0.1 0.0
H -7.088086 -5.883242 4.158922 0.0 -0.3 0.1
H -5.987739 -4.676690 4.665784 0.3 0.2 -0.4
H -7.468708 -3.704322 1.306053 -0.2 -0.1 -0.1
H -8.137933 -4.221918 2.864595 0.0 0.1 0.0
H -6.711626 -2.639032 3.983443 0.3 0.5 0.2
H -7.431618 -1.684080 2.679260 -0.3 -0.2 0.1
H -4.981621 -1.230108 2.663566 -0.2 0.2 0.5
H -5.495355 -1.894940 1.228065 -0.6 -0.4 -0.3
H -3.420314 -2.066075 0.673591 -0.3 -0.1 -0.1
H -2.279087 -2.380918 1.938343 0.1 -0.1 0.1
H -2.798969 -3.720253 0.900634 0.1 0.1 -0.1
H -3.375828 -2.067665 4.041880 -0.3 0.3 -0.2
H -4.601217 -3.255472 4.534531 0.2 0.2 0.0
H -2.949941 -3.705621 4.155966 -0.1 -0.5 -0.3
H -6.977304 -5.751469 0.487910 -0.6 0.6 0.1
H -7.822860 -6.464816 1.926314 0.1 0.4 0.1
H -6.257628 -6.963144 1.311088 0.2 -0.4 0.7
H -3.794387 -5.719766 1.072712 0.4 -0.4 -0.1
C -1.231745 1.872871 -0.344186 1.1 -1.3 0.8
C -0.344448 1.316162 -1.482941 -0.4 -0.9 0.3
C 1.082893 1.940244 -1.393786 -0.5 -0.3 -0.3
C 2.062068 1.294997 -0.372384 -1.7 -0.8 -0.4
C 2.114117 -0.284185 -0.428427 0.7 2.3 -0.8
C 0.746957 -0.979293 -0.546762 0.7 0.8 -0.9
N -0.078942 -0.185837 -1.495072 0.0 0.1 -2.0
O -1.236923 -0.951587 -1.941960 1.0 0.9 0.8
C 1.151911 -2.424073 -1.171019 -1.6 0.6 1.6
C -0.006366 -0.929874 0.802186 1.4 -0.9 -0.6
C -1.070597 1.709980 -2.794017 2.0 -0.4 -0.6
H -0.658671 1.741452 0.573643 0.0 0.6 0.2
H -2.096089 1.242349 -0.135714 -0.5 0.3 -0.5
H -1.458357 2.928865 -0.491257 -0.2 -0.2 -0.1
H 1.409671 1.946456 -2.433634 0.7 -0.3 0.0
H 1.031633 2.995815 -1.126879 -0.4 0.1 0.0
H 1.656914 1.544698 0.608225 0.3 0.4 0.2
H 3.014907 1.794875 -0.546572 0.2 -0.4 0.4
H 2.718137 -0.615810 0.416136 -0.3 -0.3 0.2
H 2.726381 -0.466887 -1.311522 -0.1 -0.5 -0.2
H 0.253573 -3.040682 -1.200714 0.0 -0.3 0.1
H 1.617802 -2.533620 -2.150321 0.0 1.0 0.0
H 1.859003 -2.860383 -0.465506 -0.1 -0.1 0.1
H 0.139239 0.022816 1.311385 0.0 0.0 -0.3
H -1.063809 -1.068043 0.576746 0.0 -0.4 0.7
H 0.500599 -1.671758 1.419183 -0.8 -0.4 0.5
H -0.830440 2.767503 -2.903867 -1.1 0.3 0.2
H -2.077150 1.344488 -2.997406 -0.2 0.7 0.8
H -0.533984 1.340433 -3.667846 0.4 -0.5 0.0
H -1.796222 -0.993943 -1.162861 -0.6 -0.2 0.2
C -0.389452 -5.967226 0.859003 8.3 3.3 3.4
O -1.338234 -6.418823 0.477173 -10.0 -3.9 -4.0
N 0.802201 -6.600553 0.794545 2.0 -1.0 -0.2
N -0.220188 -4.795603 1.490202 -0.5 2.2 0.8
H 0.871800 -7.432712 0.226428 0.1 0.3 0.2
H 1.609636 -6.014350 0.951104 0.1 -0.7 -0.3
H -1.011240 -4.185877 1.640457 0.2 -0.2 0.0
H 0.679883 -4.503948 1.843634 -0.3 0.1 0.1
C -3.468387 4.507984 -3.758878 -0.9 -0.4 0.8
O -4.697077 4.498596 -3.693690 0.4 0.5 0.2
N -2.770657 3.847117 -4.635704 0.0 -2.1 -3.3
N -2.628234 5.083709 -2.898560 0.2 2.0 3.1
H -3.332458 3.541212 -5.417303 0.6 -0.2 -0.1
H -1.771945 3.697245 -4.650476 -0.5 0.4 -0.3
H -1.628064 5.169010 -3.010348 -0.5 -0.1 -0.2
H -3.055551 5.456297 -2.062681 0.3 0.1 -0.1
C 3.879188 -4.283564 -3.236801 2.5 -0.4 1.3
O 5.080640 -4.273830 -3.038428 1.8 0.4 -0.2
N 3.222219 -3.709000 -4.160084 -0.9 2.5 -3.9
N 3.082761 -4.868219 -2.402798 -1.6 -2.6 4.0
H 3.813171 -3.233374 -4.826912 -1.0 0.0 -0.5
H 2.230172 -3.897932 -4.144568 -0.1 0.6 -1.2
H 3.631358 -5.252910 -1.647045 -0.8 -0.5 0.1
H 2.123114 -5.100791 -2.615122 0.1 -0.2 0.2
C 0.243301 3.184982 -6.181932 -0.8 -3.0 -0.5
O -0.732841 3.759448 -6.507538 -3.2 3.9 -1.2
N 0.985591 3.403473 -5.150110 2.7 2.8 4.2
N 0.474620 2.000230 -6.683163 1.2 -2.1 -1.3
H 0.841556 4.288245 -4.684774 0.4 -0.2 0.1
H 1.686797 2.770133 -4.793329 -0.2 0.4 -0.2
H -0.142495 1.762950 -7.446686 0.7 -0.8 0.1
H 1.333327 1.596877 -6.336688 -0.5 -1.1 -1.2
C -0.073334 -1.518852 -5.235496 0.0 0.5 -3.3
O 0.192117 -1.433143 -6.421814 0.5 -0.1 -0.8
N 0.756139 -1.233646 -4.269750 2.9 0.9 1.6
N -1.245896 -1.864986 -4.777211 -3.4 -0.8 1.7
H 1.596213 -0.783399 -4.603896 0.0 -0.1 0.5
H 0.425894 -1.070134 -3.329381 0.4 0.3 0.1
H -2.068742 -2.053010 -5.331898 0.5 0.2 -0.1
H -1.346092 -1.621444 -3.802147 -0.9 0.1 0.0
C -0.533132 -5.233219 -3.465435 0.1 0.0 3.0
O 0.487816 -5.125114 -4.063245 3.3 0.6 -3.3
N -0.643243 -6.179684 -2.553047 -0.7 -2.5 1.4
N -1.440613 -4.301529 -3.348659 -2.6 2.4 -0.4
H -1.410134 -6.151983 -1.896379 0.4 -0.6 0.1
H 0.104214 -6.858004 -2.517086 -0.5 0.0 0.2
H -1.231206 -3.404484 -3.762836 -0.1 -0.3 -0.3
H -2.176845 -4.321178 -2.657509 0.2 -0.2 -0.2
```
Positions in Å, forces in eV/Å.